Computed, not measured: a molecular structure, C5H14N2, with wB97M-V/def2-TZVPD.

Calculated values
Relative energy (zero: lowest compared OMol25 entry of this formula, charge and spin) (kJ/mol): 457.82
Charge: 0
Lowest unoccupied orbital energy (eV): 0.1
Frontier orbital gap (eV): 8.00
2S+1: 1

Element x y z (Å)
C: 2.463 2.024 2.038
N: -0.788 0.309 0.731
C: -1.033 0.074 -0.554
C: -0.308 -0.920 -1.423
C: 0.105 -2.162 -0.535
N: -1.179 -2.728 0.098
C: -1.773 1.300 -1.151
H: 2.622 2.848 1.369
H: 1.925 2.474 2.968
H: 1.780 1.331 1.544
H: 3.456 1.541 2.253
H: 0.058 0.692 0.092
H: 0.630 -0.377 -1.915
H: -0.971 -1.127 -2.220
H: 0.741 -1.737 0.223
H: 0.665 -2.958 -1.055
H: -1.617 -1.939 0.541
H: -0.938 -3.406 0.883
H: -2.237 1.012 -2.066
H: -2.472 1.628 -0.372
H: -1.129 2.123 -1.448

Atoms 1-6, force components in eV/Å:
C -0.35 0.26 1.53
N 0.68 -0.86 -1.07
C 0.80 3.98 1.04
C 1.94 -0.35 0.34
C -1.54 0.22 -0.04
N 1.89 -0.87 -0.07